No. 1
{
  "formula": "C6H6BrO",
  "method": "ωB97M-V/def2-TZVPD",
  "largest_force_ha_per_bohr": 0.10263,
  "e_above_lowest_ev": 0.0000,
  "homo_lumo_gap_ev": 8.7,
  "e_lumo_ev": -5.6,
  "total_charge": 1,
  "energy_ev": -78400.373,
  "elements": ["C", "Br", "C", "C", "H", "O", "C", "C", "H", "H", "H", "H", "C", "H"],
  "positions_angstrom": [[-1.67899, 0.97873, -0.22140], [2.81172, -0.61682, -1.42260], [0.12851, 0.27574, 1.08699], [-1.32293, 0.13051, -1.20473], [-1.76669, 0.20597, -2.19550], [-0.33922, -0.66819, -1.01218], [-0.94490, 1.09895, 0.90237], [0.38939, -0.54153, 0.04840], [1.43037, -2.40426, -0.06494], [2.08134, -1.24869, 1.01321], [-0.99491, 2.00776, 1.61986], [-2.39440, 1.74735, -0.46469], [1.72425, -1.41881, 0.04116], [0.87646, 0.45327, 1.87406]],
  "forces_ev_per_angstrom": [[-1.80, 1.73, -1.29], [-0.48, -0.82, 1.09], [0.72, 0.65, 0.52], [-1.80, 1.24, -0.62], [0.20, -0.73, 0.14], [0.84, -0.99, -1.12], [0.98, 2.68, 3.12], [4.13, -3.17, 0.86], [-0.01, -2.13, -0.81], [1.33, 0.12, 0.94], [-0.64, -1.74, -1.28], [-0.41, -0.15, 0.04], [-2.49, 3.74, -1.23], [-0.58, -0.43, -0.37]],
  "mulliken_charge": [-0.414, -0.068, -0.420, -0.076, 0.422, -0.194, -0.037, 0.549, 0.432, 0.428, 0.331, 0.364, -0.634, 0.316]
}


No. 2
{
  "formula": "C6H6Cl2Si",
  "method": "ωB97M-V/def2-TZVPD",
  "largest_force_ha_per_bohr": 0.07764,
  "e_above_lowest_ev": 3.3883,
  "homo_lumo_gap_ev": 8.6,
  "e_lumo_ev": -0.3,
  "total_charge": 0,
  "energy_ev": -39238.623,
  "elements": ["Si", "C", "C", "C", "C", "Cl", "H", "Cl", "H", "H", "C", "H", "H", "C", "H"],
  "positions_angstrom": [[2.35839, -0.03014, 0.13114], [-0.67963, -2.37908, -0.19353], [0.17426, -1.52752, -0.28673], [-0.35594, 3.59983, -0.02246], [-1.84193, -3.29644, -0.07208], [3.39360, -0.44528, 1.80608], [-1.79495, -3.89161, 0.87806], [3.46164, -0.55871, -1.48348], [0.11645, 4.55591, 0.14785], [-1.90573, -4.10723, -0.90447], [0.66246, 2.51777, 0.06319], [-2.91531, -2.80246, -0.04622], [-0.81690, 3.36536, -1.00345], [1.35764, 1.52298, 0.18876], [-1.21404, 3.47660, 0.79732]],
  "forces_ev_per_angstrom": [[-3.81, -0.88, -0.81], [-1.41, -0.47, 0.02], [3.23, 1.64, 0.81], [-1.15, -2.00, 1.19], [-1.70, -1.12, -0.37], [-0.26, 0.02, -0.12], [0.13, 0.60, -0.72], [-0.22, 0.40, 0.32], [-0.15, 0.37, -0.55], [0.32, 1.55, 1.22], [-0.16, -0.74, 0.97], [2.35, -0.55, -0.17], [0.06, 1.10, 0.41], [0.76, 0.04, -0.50], [2.01, 0.02, -1.68]],
  "mulliken_charge": [0.705, 0.126, -0.371, -0.996, -0.899, -0.166, 0.234, -0.175, 0.311, 0.234, 0.829, 0.236, 0.281, -0.611, 0.262]
}


No. 3
{
  "formula": "C6H6Cl3N4",
  "method": "ωB97M-V/def2-TZVPD",
  "largest_force_ha_per_bohr": 0.08567,
  "homo_lumo_gap_ev": [6.5, 7.1],
  "e_lumo_ev": [-4.5, -7.4],
  "spin_multiplicity": 3,
  "total_charge": 1,
  "energy_ev": -49834.019,
  "s2": 2.035,
  "elements": ["N", "H", "H", "H", "C", "Cl", "N", "Cl", "C", "C", "C", "Cl", "C", "H", "N", "C", "H", "N", "H"],
  "positions_angstrom": [[1.01668, 1.09650, 0.56591], [0.99604, 2.13028, 0.94112], [0.16223, -1.01630, -2.07520], [3.83058, -0.49847, 0.68983], [-2.09008, 1.89371, -0.32570], [-1.91925, -2.18551, 0.19512], [3.18808, 0.19320, 0.71634], [-4.04887, -0.60223, -1.23365], [-2.80259, -0.56622, -0.01711], [-1.74751, 0.51589, -0.36204], [1.90314, 0.18505, 0.42818], [-3.45998, -0.16880, 1.55954], [0.20679, -0.66360, -1.05602], [0.91628, -1.65011, 0.62221], [-0.52602, 0.27965, -0.60453], [1.31713, -1.10735, -0.23684], [1.97083, -1.77490, -0.79840], [-2.26766, 3.03306, -0.37847], [3.35419, 0.90615, 1.36969]],
  "forces_ev_per_angstrom": [[0.54, 3.12, 1.89], [0.23, -2.73, -1.07], [-1.08, -0.76, 0.02], [1.82, -3.03, -0.43], [-0.32, 0.46, 0.57], [-0.85, 0.91, -0.47], [-2.54, 3.49, 0.85], [-0.04, -0.33, -0.13], [0.96, -0.33, -0.24], [-2.71, 0.17, 0.19], [-0.61, -2.80, -2.13], [-0.05, 0.21, 0.00], [0.32, -1.49, -1.58], [-0.12, -0.41, -0.01], [1.39, 0.94, 0.37], [1.30, 1.29, 0.97], [0.50, 0.43, 0.31], [-0.02, -0.33, 0.03], [1.26, 1.18, 0.84]],
  "lowdin_spin": [0.568, 0.022, 0.020, 0.002, 0.024, 0.023, 0.014, 0.034, 0.022, 0.283, 0.065, 0.020, 0.356, 0.017, 0.334, 0.071, 0.002, 0.120, 0.002]
}


No. 4
{
  "formula": "C6H6ClF",
  "method": "ωB97M-V/def2-TZVPD",
  "largest_force_ha_per_bohr": 0.29377,
  "e_above_lowest_ev": 0.7546,
  "homo_lumo_gap_ev": 9.9,
  "e_lumo_ev": 0.8,
  "total_charge": 0,
  "smiles": "Clc1ccccc1.F",
  "energy_ev": -21557.406,
  "elements": ["C", "C", "Cl", "H", "F", "C", "H", "H", "H", "H", "C", "C", "H", "C"],
  "positions_angstrom": [[-1.14871, 0.61859, 0.26567], [0.78277, 0.68379, -1.21512], [-2.86023, 0.79423, 0.26963], [1.54599, 0.98920, -1.86642], [-0.81343, -1.79674, -0.57471], [-0.53735, -0.09980, 1.26695], [-1.03470, 1.70709, -1.66757], [-1.06932, -0.35342, 2.13921], [2.46287, -0.44564, -0.37025], [1.35884, -1.04060, 1.73582], [1.39946, -0.11131, -0.17299], [0.79911, -0.47158, 1.04135], [-0.40464, -1.58704, 0.06337], [-0.48066, 1.11325, -0.91493]],
  "forces_ev_per_angstrom": [[0.44, 0.92, -1.61], [1.00, -1.44, 4.52], [-0.38, 0.31, 0.31], [-0.11, 0.69, -1.78], [-7.68, -5.03, -12.00], [1.20, 1.09, -0.78], [0.14, -0.33, 0.84], [-0.54, -0.41, 0.84], [-1.36, 0.39, 0.40], [0.35, -0.43, 0.71], [1.07, -0.16, -0.52], [0.01, 1.29, -1.41], [7.06, 3.33, 10.82], [-1.19, -0.22, -0.33]],
  "mulliken_charge": [0.511, -0.573, -0.211, 0.407, -0.398, -0.553, 0.337, 0.434, 0.262, 0.372, -0.020, -0.704, 0.504, -0.368]
}


No. 5
{
  "formula": "C6H6ClF2N",
  "method": "ωB97M-V/def2-TZVPD",
  "largest_force_ha_per_bohr": 0.10753,
  "e_above_lowest_ev": 2.1174,
  "homo_lumo_gap_ev": [8.7, 8.7],
  "e_lumo_ev": [-0.6, -0.6],
  "total_charge": 0,
  "energy_ev": -25763.451,
  "elements": ["H", "C", "H", "C", "C", "C", "H", "H", "N", "H", "C", "Cl", "F", "H", "F", "C"],
  "positions_angstrom": [[0.24897, 0.04147, -1.59637], [-1.31758, -0.78295, 0.45598], [0.01923, 1.79509, -1.32675], [0.41965, 0.29863, 1.59003], [-0.07974, -1.15214, 1.21004], [-0.37182, 0.88992, -1.44261], [0.66682, -1.77875, 0.51238], [-1.08823, 0.78155, -2.27616], [2.52980, 1.24809, 0.54432], [0.10198, 0.90044, 2.34572], [-1.00036, 0.65983, -0.04229], [-2.19208, 1.85494, 0.20650], [-1.55209, -1.56286, -0.63582], [-0.15140, -1.65207, 2.07155], [-2.42692, -0.78294, 1.28536], [1.66430, 0.77795, 1.13225]],
  "forces_ev_per_angstrom": [[1.49, -0.18, -0.24], [-0.57, 0.88, -0.27], [2.26, 3.65, -0.41], [-0.87, -1.25, -5.32], [2.99, 1.67, -3.07], [-2.68, -4.55, 1.41], [-1.52, 1.84, 1.48], [-0.19, 0.53, 0.70], [0.97, 0.22, -0.04], [-1.64, 0.79, 2.48], [1.30, -0.69, 0.90], [-0.52, 0.37, 0.61], [-0.49, -0.37, 0.40], [-1.01, -2.46, 3.06], [0.77, -0.24, -0.86], [-0.30, -0.20, -0.84]],
  "mulliken_charge": [0.325, 1.165, 0.500, -0.278, -1.080, -1.427, 0.298, 0.373, -0.468, 0.491, 0.211, -0.160, -0.324, 0.442, -0.314, 0.246]
}


No. 6
{
  "formula": "C6H6ClF3N2O",
  "method": "ωB97M-V/def2-TZVPD",
  "largest_force_ha_per_bohr": 0.11430,
  "homo_lumo_gap_ev": [7.0, 6.6],
  "e_lumo_ev": [0.6, 0.6],
  "total_charge": 0,
  "energy_ev": -32017.394,
  "elements": ["F", "H", "C", "H", "N", "C", "H", "Cl", "F", "C", "C", "C", "C", "N", "H", "O", "H", "F", "H"],
  "positions_angstrom": [[1.25984, -3.28180, -1.87600], [0.44278, -3.37110, 1.90833], [0.12838, -1.03517, 1.79098], [-0.81448, 1.54379, 0.36665], [0.05840, -0.87076, -0.43042], [0.35295, -2.22898, -0.00973], [0.49500, -1.22784, -2.99823], [0.00004, -0.34790, 3.37321], [-0.93748, -3.32923, -1.63777], [-0.03597, -0.01683, -1.55498], [0.24501, -3.32163, -0.94973], [0.07353, 1.19209, 0.81250], [0.30777, -2.36281, 1.37156], [-0.01448, -0.23566, 0.79101], [0.87853, 1.42106, 0.17136], [0.30892, -0.28678, -2.79537], [0.19186, 1.65454, 1.79243], [0.30524, -4.50763, -0.35117], [0.33872, 0.94110, -1.29480]],
  "forces_ev_per_angstrom": [[-0.60, -0.12, -0.25], [-0.40, 2.24, -0.75], [0.51, -4.50, 3.75], [-1.12, 0.84, -0.63], [0.95, -0.50, 0.38], [-0.82, 1.28, -1.98], [-0.24, 0.65, 0.30], [0.04, -0.56, -0.15], [0.57, 0.26, -0.29], [-0.49, -0.85, 3.19], [-0.15, -0.24, -0.71], [-0.28, -0.22, 0.75], [0.14, 0.65, 1.72], [-0.25, 2.79, -2.67], [1.22, 0.88, -0.42], [0.77, -2.27, -2.36], [0.05, -0.66, -0.08], [0.32, -0.26, 0.24], [-0.23, 0.60, -0.05]],
  "mulliken_charge": [-0.271, 0.327, 0.407, 0.461, 0.098, 0.044, 0.305, -0.210, -0.264, -0.050, 0.810, -1.028, -0.806, 0.014, 0.364, -0.431, 0.297, -0.291, 0.226]
}